[1]
{"formula": "C2CsF6O6S2", "method": "the ωB97M-V functional and the def2-TZVPD basis", "relative_energy_kcal_mol": 22.29, "e_homo_ha": -0.232, "orbital_gap_ha": 0.294, "e_tot_ev": -52886.0966, "multiplicity": 1, "total_charge": -1, "symbols": ["Cs", "C", "F", "F", "F", "S", "O", "O", "O", "C", "F", "F", "F", "S", "O", "O", "O"], "positions_angstrom": [[2.38565, 1.50870, -1.14299], [0.95044, -2.22868, 0.33312], [0.02859, -1.36379, -0.06260], [0.36227, -3.14753, 1.18828], [1.52216, -2.84063, -0.79641], [2.37953, -1.49103, 1.30663], [3.06504, -2.64705, 1.83200], [3.22598, -0.77472, 0.39683], [1.75505, -0.66339, 2.33945], [-2.79885, 1.35402, -0.45017], [-3.71371, 2.24089, -0.83163], [-2.88099, 1.10804, 0.86256], [-3.02463, 0.18965, -1.12165], [-1.07188, 2.05274, -0.90496], [-0.85570, 1.58444, -2.25005], [-1.21833, 3.51290, -0.79742], [-0.11065, 1.60542, 0.09904]], "lowdin_charge": [1.18, -0.56, 0.13, 0.08, 0.05, 0.41, -0.33, -0.51, -0.33, -0.62, 0.12, 0.13, 0.09, 0.41, -0.37, -0.35, -0.53]}



[2]
{"formula": "C2ClF2O2", "method": "the ωB97M-V functional and the def2-TZVPD basis", "relative_energy_kcal_mol": 14.84, "e_homo_ha": -0.122, "orbital_gap_ha": 0.267, "e_tot_ev": -24127.4765, "multiplicity": 1, "total_charge": -1, "symbols": ["C", "C", "O", "O", "F", "F", "Cl"], "positions_angstrom": [[0.75869, -0.87172, -0.82380], [-0.55543, 0.69836, 0.62832], [1.74822, -0.26996, -0.89445], [-0.04948, -1.68820, -0.96297], [-0.01707, 1.67581, 1.45944], [-1.55746, 1.39655, -0.05207], [-1.47005, -0.42769, 1.76547]], "lowdin_charge": [-0.56, -0.76, 0.12, 0.12, -0.15, -0.15, 0.38]}



[3]
{"formula": "C5H5N4O2S", "method": "the ωB97M-V functional and the def2-TZVPD basis", "e_homo_ha": [-0.503, -0.543], "orbital_gap_ha": [0.240, 0.267], "smiles": "C[N+]1=S(=O)=[N+]=C2C1=CN=CN2[O-]", "e_tot_ev": -26143.4133, "multiplicity": 1, "total_charge": 1, "symbols": ["C", "N", "S", "O", "N", "C", "C", "C", "N", "C", "N", "O", "H", "H", "H", "H", "H"], "positions_angstrom": [[-2.08623, -1.43769, 0.06362], [-0.74204, -1.03601, -0.08425], [0.60004, -2.31748, 0.39196], [0.40562, -3.42355, -0.45586], [1.73991, -1.14840, -0.10213], [1.31498, 0.03176, -0.08458], [-0.18703, 0.22142, -0.02336], [-0.69786, 1.55853, -0.00565], [0.12386, 2.54687, 0.00812], [1.44859, 2.42236, -0.04851], [2.08139, 1.22481, -0.04795], [3.32929, 1.15877, 0.06596], [-2.93136, -1.01073, -0.53285], [-2.48389, -1.37587, 1.21522], [-2.23304, -2.37513, -0.37617], [-1.81017, 1.58237, 0.01465], [2.12795, 3.37796, 0.00179]], "lowdin_charge": [-0.09, -0.15, 1.10, -0.34, -0.01, -0.23, -0.09, -0.04, 0.13, -0.02, -0.12, 0.14, 0.12, 0.18, 0.06, 0.15, 0.20]}



[4]
{"formula": "C37H44N5OSSiV", "method": "the ωB97M-V functional and the def2-TZVPD basis", "relative_energy_kcal_mol": 6.76, "e_homo_ha": [-0.339, -0.359], "orbital_gap_ha": [0.241, 0.257], "e_tot_ev": -92978.8508, "multiplicity": 4, "total_charge": 1, "symbols": ["V", "C", "C", "C", "C", "C", "C", "C", "C", "C", "C", "C", "C", "H", "H", "H", "H", "H", "H", "H", "H", "H", "H", "H", "H", "H", "H", "H", "H", "H", "H", "C", "Si", "C", "C", "N", "C", "C", "C", "C", "C", "C", "O", "C", "C", "C", "C", "C", "C", "H", "H", "H", "H", "H", "H", "H", "H", "H", "H", "H", "H", "H", "H", "H", "H", "H", "H", "S", "C", "N", "C", "C", "C", "N", "H", "H", "H", "H", "N", "C", "C", "C", "C", "C", "N", "C", "H", "H", "H", "H"], "positions_angstrom": [[-0.17648, 0.51062, 0.74141], [1.77946, -2.90035, 2.27381], [0.78066, -1.80317, 2.54438], [-0.54884, -1.93497, 2.11705], [-1.00001, -3.24774, 1.52385], [-1.44795, -0.86648, 2.33148], [-2.91714, -0.94339, 1.97343], [-1.02994, 0.27140, 3.07587], [-2.05739, 1.34471, 3.37115], [0.25092, 0.29963, 3.65562], [0.62817, 1.34820, 4.67672], [1.16990, -0.70795, 3.33545], [2.57081, -0.68056, 3.89612], [1.85916, -3.56616, 3.14028], [2.77717, -2.50219, 2.08718], [1.50427, -3.48652, 1.40308], [-0.54838, -4.07679, 2.06819], [-0.69963, -3.33427, 0.47633], [-2.07512, -3.37548, 1.58716], [-3.23158, -0.12070, 1.33156], [-3.52323, -0.88925, 2.87969], [-3.17485, -1.86176, 1.46100], [-2.69512, 1.04461, 4.20848], [-2.69732, 1.52820, 2.51371], [-1.60762, 2.29883, 3.62194], [0.74827, 0.86964, 5.65204], [-0.11996, 2.12318, 4.79148], [1.57079, 1.83738, 4.43859], [3.30670, -0.43648, 3.12194], [2.85489, -1.65324, 4.29818], [2.68438, 0.04989, 4.68941], [1.47676, 3.13668, 1.93574], [-0.04412, 3.76831, 1.04058], [0.61157, 4.88256, -0.27916], [-1.12074, 4.77025, 2.17962], [-0.85977, 2.36837, 0.42744], [-1.84816, 2.46044, -0.55768], [-2.49319, 3.64497, -0.94717], [-3.42956, 3.67377, -1.96974], [-3.77689, 2.51226, -2.64558], [-3.17023, 1.31647, -2.28536], [-2.23008, 1.32737, -1.27838], [-1.57436, 0.10581, -0.85999], [-1.59922, -0.92466, -1.83078], [-2.31226, -2.06255, -1.54837], [-2.30690, -3.09884, -2.48039], [-1.60725, -2.95836, -3.67202], [-0.91204, -1.78121, -3.93663], [-0.90471, -0.75517, -3.00815], [1.69444, 3.73230, 2.82814], [2.34597, 3.20210, 1.27328], [1.40760, 2.09901, 2.27746], [1.06036, 5.76252, 0.19665], [-0.15541, 5.24135, -0.96912], [1.39323, 4.39433, -0.87042], [-0.64786, 4.93004, 3.15463], [-2.08876, 4.28986, 2.34402], [-1.31227, 5.76189, 1.75480], [-2.26421, 4.56039, -0.41220], [-3.89591, 4.61500, -2.23277], [-4.51059, 2.52694, -3.43993], [-3.42907, 0.39678, -2.79295], [-2.87808, -2.13018, -0.62953], [-2.86902, -4.00291, -2.27741], [-1.61715, -3.75669, -4.40448], [-0.37080, -1.65884, -4.86606], [-0.37353, 0.16467, -3.20750], [1.56688, -2.48324, -1.19281], [1.74031, -3.64125, -2.38895], [1.28680, -4.91886, -2.18499], [1.38803, -5.92837, -3.07352], [1.97048, -5.69346, -4.26955], [2.41796, -4.37151, -4.47444], [2.31937, -3.39246, -3.61032], [0.84844, -5.07701, -1.28767], [0.98619, -6.88473, -2.76860], [2.08171, -6.46768, -5.01271], [2.88403, -4.11165, -5.42108], [2.26568, 3.11080, -4.60563], [2.36630, 2.52103, -3.62540], [2.48891, 1.77034, -2.38937], [3.71068, 1.26816, -1.96429], [3.75832, 0.55737, -0.78456], [2.58266, 0.36333, -0.08865], [1.39653, 0.84709, -0.48811], [1.35756, 1.55344, -1.62202], [4.60172, 1.43654, -2.55544], [4.68210, 0.13939, -0.41099], [2.58030, -0.21227, 0.83057], [0.39624, 1.96110, -1.90863]], "lowdin_charge": [0.84, -0.06, -0.19, -0.18, -0.03, -0.23, -0.02, -0.23, -0.03, -0.19, -0.03, -0.19, -0.02, 0.11, 0.08, 0.02, 0.09, 0.04, 0.07, 0.09, 0.10, 0.05, 0.11, 0.08, 0.06, 0.11, 0.07, 0.07, 0.09, 0.09, 0.07, -0.15, 0.37, -0.16, -0.17, -0.16, -0.30, -0.04, -0.07, -0.08, -0.01, -0.18, -0.12, -0.29, -0.01, -0.06, -0.08, -0.06, -0.03, 0.05, 0.04, -0.01, 0.05, 0.03, 0.02, 0.03, 0.03, 0.04, 0.09, 0.11, 0.11, 0.12, 0.11, 0.11, 0.11, 0.12, 0.12, 0.74, -0.80, 0.07, -0.06, -0.04, -0.11, 0.08, 0.14, 0.14, 0.11, 0.12, 0.19, -0.16, -0.17, 0.02, -0.02, -0.16, -0.03, -0.06, 0.14, 0.12, 0.10, 0.13]}



[5]
{"formula": "C9H15O7Rb", "method": "the ωB97M-V functional and the def2-TZVPD basis", "relative_energy_kcal_mol": 0.00, "e_homo_ha": [-0.463, -0.463], "orbital_gap_ha": [0.316, 0.247], "e_tot_ev": -24554.8982, "multiplicity": 2, "total_charge": 1, "symbols": ["Rb", "C", "O", "H", "H", "H", "C", "C", "C", "O", "C", "O", "O", "H", "H", "H", "H", "H", "H", "C", "C", "C", "O", "C", "O", "O", "H", "H", "H", "H", "H", "H"], "positions_angstrom": [[-3.03229, -2.88941, 4.29752], [-1.00017, -0.83070, 1.24559], [-1.37310, -1.96465, 2.00605], [0.07050, -0.69601, 1.09190], [-1.27704, -0.74230, 0.19505], [-1.42871, 0.04162, 1.73905], [-2.44368, -0.34372, -3.88274], [-2.74937, -0.88011, -2.46081], [-4.16725, -0.76967, -2.01308], [-4.48668, -1.91250, -1.33537], [-3.48660, -2.82023, -1.76426], [-3.47621, -3.99935, -1.58398], [-2.45726, -2.19804, -2.46058], [-2.50705, -1.04212, -4.71720], [-1.37171, -0.19576, -4.01349], [-2.99138, 0.49250, -4.31730], [-2.19172, -0.29692, -1.72799], [-4.84591, -0.73376, -2.86527], [-4.43521, 0.06792, -1.36907], [3.22982, 2.66365, 0.75890], [3.95173, 2.28793, 2.02988], [3.22999, 1.12589, 2.77086], [4.11587, 0.05076, 2.88751], [5.25891, 0.42150, 2.24071], [6.17496, -0.35213, 2.01512], [5.26329, 1.69170, 1.76273], [2.89662, 1.83048, 0.14010], [3.93802, 2.97701, -0.00814], [2.46908, 3.43734, 0.86274], [4.05162, 3.25161, 2.52932], [2.31313, 0.80423, 2.27688], [2.75773, 1.52325, 3.66929]], "lowdin_charge": [0.99, -0.14, -0.14, 0.09, 0.09, 0.09, 0.00, -0.39, -0.17, 0.07, -0.45, 0.18, 0.10, 0.09, 0.08, 0.09, 0.13, 0.14, 0.14, -0.05, -0.27, -0.13, 0.08, -0.51, 0.14, 0.09, 0.08, 0.09, 0.09, 0.15, 0.11, 0.13]}



[6]
{"formula": "C2H9N2O2P", "method": "the ωB97M-V functional and the def2-TZVPD basis", "relative_energy_kcal_mol": 64.93, "e_homo_ha": -0.330, "orbital_gap_ha": 0.361, "e_tot_ev": -18582.6164, "multiplicity": 1, "total_charge": 0, "symbols": ["C", "C", "N", "N", "O", "O", "P", "H", "H", "H", "H", "H", "H", "H", "H", "H"], "positions_angstrom": [[1.42162, 0.42719, 1.54308], [0.49474, 1.03780, 0.48777], [-1.90964, -0.26483, 0.15641], [-0.56704, -0.26644, -0.30663], [1.04585, -0.62735, -1.98096], [-1.42182, -1.32981, -2.36648], [-0.44243, -0.00237, -2.03603], [2.18822, 1.13469, 1.97362], [0.89794, -0.08751, 2.35504], [2.00719, -0.40339, 1.08878], [-0.17825, 1.81591, 0.81863], [0.96879, 1.27662, -0.34939], [-2.06880, -0.52683, 1.15092], [-2.39824, 0.66630, 0.17497], [1.30808, -1.01797, -1.11414], [-1.34624, -1.83202, -1.59560]], "lowdin_charge": [-0.12, -0.12, -0.09, -0.34, -0.32, -0.28, 0.77, 0.09, 0.06, 0.06, 0.08, -0.01, 0.08, 0.08, 0.06, -0.02]}